1.
21
Properties=species:S:1:pos:R:3:forces:R:3 method="wB97M-V/def2-TZVPD" s_squared=0.750 molar_mass_g_mol=139.22 charge=-1 e_above_lowest_kj_mol=85.9 homo_lumo_gap_ev="1.977 / 8.897" spin_multiplicity=2
H 0.251 3.364 4.953 0.0 0.1 0.5
N -1.116 -0.189 -0.459 -0.3 -1.4 1.5
H 0.054 -3.592 -0.452 -0.3 0.3 -0.3
H -0.127 -1.844 -2.292 0.5 -0.2 0.1
C 0.137 -0.167 -1.114 2.5 3.1 -2.2
H -1.262 2.814 -0.640 0.0 -0.2 -0.2
H -2.371 1.068 -1.444 0.0 0.2 0.5
H 2.220 0.527 -0.853 0.1 0.0 0.0
S 1.155 -2.829 -0.499 0.6 0.4 0.1
H 0.692 3.280 3.533 0.0 -0.1 -0.5
H 0.064 0.379 -2.100 -0.6 -0.2 0.7
H 1.554 -1.265 -2.328 0.0 -0.1 0.3
H 1.055 1.736 -0.259 -0.3 0.0 -0.2
H 1.278 0.230 0.614 0.4 0.1 0.5
C -1.986 0.967 -0.409 0.3 0.0 -1.1
O -1.374 2.137 0.050 0.1 0.5 0.3
C 1.254 0.677 -0.372 -0.7 -1.4 -0.1
C 0.706 -1.466 -1.671 -1.9 -0.9 0.2
H -2.812 0.749 0.277 0.1 -0.2 -0.2
O 0.002 2.962 4.123 0.0 -0.1 -0.1
H -0.883 -0.471 0.492 -0.5 0.0 0.0

2.
56
Properties=species:S:1:pos:R:3:forces:R:3 method="wB97M-V/def2-TZVPD" s_squared=0.800 molar_mass_g_mol=764.35 charge=+2 homo_lumo_gap_ev="5.794 / 6.762" spin_multiplicity=2
C -1.850 1.564 3.610 0.1 0.0 0.1
I -3.008 0.553 -2.165 0.1 0.0 0.2
C -4.395 -1.057 -1.900 -0.1 0.0 0.0
N 2.733 0.616 -1.601 0.1 -0.1 -0.1
C -1.815 3.381 -0.295 0.1 -0.1 0.0
H 3.469 0.629 -3.620 0.0 0.0 0.0
H -1.426 2.831 5.294 0.0 0.0 0.0
C 3.667 -0.343 -0.994 -0.1 0.1 -0.1
V -0.799 0.510 -0.028 0.0 -0.1 -0.4
H 1.078 -0.617 4.901 0.0 0.0 0.0
C 0.365 -3.507 -1.725 0.0 0.1 0.0
C -0.412 -0.376 3.388 0.0 0.0 0.1
N 1.062 1.965 -1.877 0.1 0.1 -0.1
H 4.448 -0.546 -1.721 0.0 0.0 0.0
N -0.867 2.506 -0.686 -0.1 0.1 -0.1
C 0.044 2.910 -1.576 0.1 -0.1 0.1
C 2.734 1.002 -2.928 0.0 -0.1 0.1
C -1.166 1.930 4.754 0.0 0.0 0.0
H -0.364 -4.483 0.050 0.0 0.0 0.0
H 3.126 -1.255 -0.750 0.0 0.0 0.0
H -0.997 6.036 -2.199 0.0 0.0 0.0
S -2.307 -0.010 1.415 -0.1 0.0 0.2
C -0.116 1.147 5.227 0.1 0.0 -0.1
H 1.339 2.341 -3.989 0.0 0.0 0.0
C 0.977 -3.668 -2.976 0.0 -0.1 0.0
H -2.667 5.324 -0.476 0.0 0.0 0.0
H -0.129 -1.278 2.860 0.0 0.0 0.0
C 1.324 -4.934 -3.406 0.0 0.0 0.0
C 1.701 1.845 -3.107 -0.1 0.0 0.0
C 0.459 -5.880 -1.358 0.0 0.0 0.0
H -5.069 -0.727 -1.120 0.0 0.0 0.0
C 0.106 -4.619 -0.915 0.0 0.0 0.0
I -3.611 -2.938 -1.420 0.1 -0.1 0.0
O 0.722 2.826 6.654 0.2 0.0 -0.1
C -0.961 5.044 -1.769 0.0 0.0 0.0
H 1.790 -5.068 -4.373 0.0 0.0 0.0
C -1.452 0.420 2.922 0.0 0.0 -0.2
H -4.897 -1.120 -2.858 0.0 0.0 0.0
O 1.116 0.740 7.289 0.0 0.0 -0.2
H -2.521 3.009 0.434 0.0 0.1 0.0
H 1.336 -7.026 -2.941 0.0 0.0 0.0
C -0.350 -1.084 -0.948 0.1 0.0 0.1
C 1.724 1.199 -0.961 0.0 0.0 0.3
C 1.065 -6.036 -2.599 0.0 0.0 0.0
C -1.890 4.655 -0.814 0.0 0.0 0.0
H 0.805 4.449 -2.857 0.0 0.0 0.0
H -2.680 2.161 3.256 0.0 0.0 0.0
S 1.352 0.974 0.719 -0.2 0.1 0.0
H 0.263 -6.744 -0.738 0.0 0.0 0.0
C 0.252 -0.009 4.550 0.0 0.0 0.0
C 0.627 1.657 6.434 -0.4 0.0 0.4
C 0.036 4.161 -2.155 0.0 0.0 0.0
C -0.015 -2.211 -1.293 0.1 0.0 -0.1
H 4.100 0.094 -0.099 0.0 0.0 0.0
H 0.785 -0.142 7.081 0.1 0.0 0.0
H 1.156 -2.802 -3.600 0.0 0.0 0.0

3.
17
Properties=species:S:1:pos:R:3:forces:R:3 method="wB97M-V/def2-TZVPD" molar_mass_g_mol=76.14 e_above_lowest_kj_mol=58.1 homo_lumo_gap_ev=11.228
H -0.992 -1.142 -0.238 0.1 -0.2 0.2
H 0.865 0.813 2.932 -0.3 -0.4 0.1
C -0.908 -0.616 -1.183 -0.7 -0.1 -0.2
C 1.819 -0.225 1.278 -0.6 1.1 -1.0
H -0.121 0.878 1.452 0.0 -0.5 -0.1
H -0.365 -1.233 -1.897 0.1 0.0 0.1
H -2.949 -1.159 -1.796 0.0 0.1 0.0
H -2.773 0.516 -1.153 -0.1 -0.3 0.1
H -2.171 0.143 -2.730 -0.2 -0.1 -0.3
H 2.676 -0.405 1.899 0.0 -0.4 0.6
O 2.440 0.148 0.037 -0.5 0.2 -0.2
H 1.262 1.876 1.674 0.3 -0.5 -0.2
H 1.173 -1.079 1.144 0.3 -0.9 0.0
H -0.347 0.295 -1.003 0.1 0.1 -0.1
C -2.307 -0.282 -1.739 0.7 0.5 0.1
H 1.804 0.629 -0.520 0.3 -0.4 0.4
C 0.896 0.844 1.843 0.5 1.6 0.4

4.
11
Properties=species:S:1:pos:R:3:forces:R:3 method="wB97M-V/def2-TZVPD" molar_mass_g_mol=86.16 e_above_lowest_kj_mol=77.3 homo_lumo_gap_ev=8.145
H 0.185 1.862 -0.594 -0.7 -0.2 -0.2
C 2.063 -0.842 -0.128 -3.3 1.3 1.8
H 1.841 1.838 -0.366 1.1 0.1 0.0
H 3.030 -0.437 -0.107 1.1 0.7 -0.5
C -0.402 -0.731 0.144 2.4 -0.4 -0.7
H -0.269 -1.824 0.141 -0.4 0.3 0.3
C 0.944 1.417 0.023 -0.2 1.5 1.5
H 1.997 -1.892 0.087 -0.2 -0.4 -0.4
S -1.801 -0.012 -0.055 -1.0 0.2 0.2
H 0.764 1.841 1.059 0.2 -0.4 -1.0
C 0.941 -0.042 0.069 0.9 -2.6 -0.9

5.
8
Properties=species:S:1:pos:R:3:forces:R:3 method="wB97M-V/def2-TZVPD" molar_mass_g_mol=72.13 e_above_lowest_kj_mol=151.0 homo_lumo_gap_ev=8.629
H -0.767 1.123 1.453 0.9 -0.6 -0.9
C -0.034 0.003 -0.456 -1.7 0.4 2.4
C 0.757 0.231 -1.415 -1.7 -1.0 0.7
H 1.681 0.570 -1.646 2.4 1.1 -1.1
H 0.400 -0.312 1.524 0.0 0.4 0.6
S -0.317 -1.257 -1.733 0.0 0.0 -0.3
H -1.258 -0.488 1.245 -1.8 -1.5 0.1
C -0.463 0.130 1.029 1.8 1.2 -1.5

6.
99
Properties=species:S:1:pos:R:3:forces:R:3 method="wB97M-V/def2-TZVPD" molar_mass_g_mol=884.49 charge=+1 homo_lumo_gap_ev=5.284
H -0.202 -4.848 0.334 0.0 0.0 -0.2
H -0.549 0.309 5.272 0.0 0.1 0.0
H -4.175 -2.263 -0.763 0.2 0.0 0.5
C 2.777 0.725 -0.181 0.0 1.4 -0.4
C -0.719 0.597 0.705 -0.2 2.0 1.0
H 8.077 -1.118 -1.200 0.0 0.0 0.0
H 8.829 -1.152 -2.810 0.0 0.1 0.0
O 0.034 3.719 3.490 -0.3 -0.3 0.1
C -4.972 -1.260 3.545 0.5 0.5 -0.2
C -3.676 3.992 -2.643 0.1 0.0 -0.3
P -0.060 -3.216 1.721 0.3 -0.7 -1.1
O 0.366 4.118 0.973 0.1 -0.2 0.2
H -3.690 -1.092 -1.880 0.2 0.2 0.0
C -1.024 -1.608 1.888 0.1 -0.3 0.8
O 6.306 1.628 -3.753 -0.1 0.0 0.1
H -3.232 1.616 -1.038 0.0 -0.2 0.3
C 1.630 1.118 0.690 0.1 0.8 0.6
C -2.657 -2.874 -2.080 0.1 -0.4 -0.5
H -2.558 4.499 2.526 -0.1 0.3 0.0
C 7.238 2.129 -4.724 0.0 0.0 -0.1
H -1.264 -2.462 3.925 -0.3 0.0 0.0
H 1.275 1.067 2.788 0.0 0.1 0.1
O -2.081 3.669 -0.766 0.1 -0.2 -0.4
H 0.213 4.637 3.742 0.2 -0.1 0.2
N 0.168 -3.907 0.337 -0.1 0.2 0.4
H -5.390 -1.517 4.511 -0.1 -0.1 0.0
C 7.998 -0.766 -2.226 0.0 -0.1 0.0
H 0.990 -3.296 -1.965 0.1 -0.1 -0.1
H 6.527 4.518 -0.815 0.0 0.0 0.0
H -4.620 3.450 -2.675 0.0 -0.1 0.0
H 6.594 4.696 -2.581 0.0 0.0 0.0
O 5.660 0.962 -1.407 -0.2 -0.1 -0.1
H -1.230 -4.458 -1.975 0.1 0.2 0.1
H -2.939 3.515 -3.282 0.1 -0.1 0.0
H 0.017 -1.301 3.701 0.0 0.2 0.0
O -3.494 -3.017 4.043 -0.3 0.0 -0.5
H 1.954 2.564 2.198 0.3 0.1 -0.2
O -4.011 4.679 -0.407 0.4 -0.2 -0.1
O -3.127 -5.217 -2.234 -0.2 0.2 0.1
H 2.989 1.090 2.374 0.2 0.2 0.0
H 1.426 -0.921 -1.774 -0.1 0.5 0.2
H 6.727 2.876 -5.326 0.0 0.0 0.0
H -1.188 -0.643 -2.520 -0.2 -0.3 0.2
C -3.920 -2.266 3.201 0.2 -0.3 0.9
H -5.718 -1.165 2.765 -0.2 -0.1 0.1
N 0.341 -2.586 -2.269 -0.7 0.2 0.1
H 1.144 -2.825 2.335 -0.2 0.3 0.2
P -0.589 3.740 2.017 0.2 1.1 -1.3
H -0.136 0.556 -1.978 0.0 0.2 0.3
H -3.873 -3.954 0.420 0.1 0.3 -0.1
N 0.436 1.233 0.227 0.5 -1.9 -1.3
O 8.089 0.669 -2.244 0.1 0.1 0.0
C -2.243 1.301 -1.348 -0.6 0.8 0.2
C -2.238 -4.262 -1.623 0.2 -0.7 -0.5
C -1.616 0.145 -0.526 1.6 -0.5 -1.2
C -3.277 -1.815 -1.177 -0.2 -0.4 -1.1
P 6.743 1.494 -2.233 0.1 0.0 0.0
C -1.028 -1.513 3.439 0.5 -0.1 0.1
C 0.494 -1.384 -1.440 1.2 -0.4 -0.7
H -3.876 4.980 -3.053 0.0 0.1 0.1
H 8.110 2.582 -4.253 0.0 0.0 0.0
H 7.560 1.308 -5.362 0.0 0.0 0.0
O -0.233 -0.493 1.491 -0.4 -0.5 -0.7
H 5.348 3.669 -1.834 0.0 0.0 0.0
C -0.612 -0.359 -1.637 -0.2 -0.5 -0.2
H -1.929 -2.526 -2.800 0.3 0.4 0.4
C -1.496 2.633 -1.486 0.7 0.2 -0.4
P -1.666 1.857 1.862 -0.3 -1.1 1.4
H -2.607 -5.933 -2.603 0.0 -0.1 0.0
C 2.017 1.482 2.095 -0.9 -1.2 0.5
O -0.583 2.840 -2.215 -0.2 -0.2 0.2
O -1.754 4.840 2.111 -0.2 -0.5 0.2
C -3.285 4.151 -1.204 -0.8 0.4 0.6
H -2.287 0.688 5.465 0.0 0.1 0.1
H -2.733 -0.594 2.016 0.0 0.3 -0.4
H 2.603 1.113 -1.184 0.1 -0.4 -0.2
H -4.471 -0.294 3.658 -0.1 0.1 -0.1
H 0.728 -1.698 -0.432 -0.5 0.0 0.2
C -3.499 -3.816 1.429 -0.2 -0.6 -0.1
H -3.507 -3.095 -2.737 -0.3 0.1 0.2
H -1.656 -0.937 5.876 -0.1 0.0 0.1
H -2.793 2.256 1.140 0.2 0.4 -0.3
H 3.721 1.139 0.164 0.1 -0.1 0.0
H -4.227 -4.325 2.055 0.0 0.1 0.2
H -0.671 -4.053 2.665 -0.1 0.3 0.3
H -2.237 -4.437 -0.559 0.0 0.3 0.1
I -4.627 0.083 0.337 -0.1 0.2 0.1
H 2.861 -0.361 -0.187 -0.1 0.0 0.0
C -1.567 -0.080 5.205 0.0 -0.3 -0.1
H -2.578 -4.390 1.523 0.2 0.2 0.1
C -2.476 -1.464 1.405 -0.1 0.3 0.5
O -1.858 -0.485 3.872 -0.1 0.0 0.1
C 6.381 4.008 -1.764 0.0 0.1 0.0
H 0.479 -2.355 -3.243 0.3 -0.1 0.0
H 7.061 -1.114 -2.659 0.0 0.0 0.0
O 7.307 2.911 -1.826 0.1 0.0 0.0
H -2.367 0.993 -2.385 0.1 -0.3 0.0
N -2.669 -0.917 -0.083 -1.5 0.7 0.9
N -3.460 -2.411 1.827 0.1 -0.2 -0.4

7.
17
Properties=species:S:1:pos:R:3:forces:R:3 method="wB97M-V/def2-TZVPD" molar_mass_g_mol=94.16 e_above_lowest_kj_mol=403.0 homo_lumo_gap_ev=10.442
C 0.215 -0.811 -0.619 -0.2 -0.2 -0.2
H -0.529 -0.570 1.360 -1.9 -0.3 -1.5
C -1.135 1.238 0.227 0.1 0.0 0.1
C -1.259 -0.949 -0.991 0.2 -0.2 0.0
H 0.519 -1.805 -0.281 0.0 0.2 0.1
C 1.561 -0.030 1.849 1.4 0.5 -0.4
C 1.823 0.067 0.671 -0.2 0.1 0.4
H -1.522 -2.000 -1.046 -0.2 0.1 0.2
H 2.266 -0.470 -1.376 -0.2 0.1 0.1
H -0.730 1.741 1.106 0.0 0.1 -0.1
C -0.826 -0.257 0.298 0.3 0.0 0.7
H -1.827 -0.348 -1.714 0.5 0.0 0.4
H -2.219 1.416 0.200 0.2 -0.1 0.1
C 1.489 0.015 -0.774 0.0 0.1 0.0
H 1.336 1.027 -1.157 0.0 -0.1 0.0
H -0.721 1.733 -0.663 -0.1 -0.2 0.1
H 1.558 0.004 2.910 -0.1 -0.1 0.1

8.
109
Properties=species:S:1:pos:R:3:forces:R:3 method="wB97M-V/def2-TZVPD" molar_mass_g_mol=1115.29 charge=+2 e_above_lowest_kj_mol=0.0 homo_lumo_gap_ev=6.896
C 0.679 5.209 -0.063 0.1 0.1 0.0
C 1.784 3.467 -1.297 -0.1 0.0 0.0
C -2.524 -2.778 0.446 -0.2 -0.3 -0.1
C 4.898 0.072 -3.166 0.0 0.0 -0.1
H -0.930 2.308 4.956 0.0 0.0 0.0
C -1.619 -0.236 -4.870 0.0 0.0 0.1
H -0.288 3.108 -3.457 0.0 0.0 0.0
H 1.544 -4.773 0.460 0.0 0.0 0.0
C -5.358 0.064 -1.892 0.2 0.2 0.0
H -1.985 -1.173 -5.270 0.0 0.0 0.0
C -4.144 -1.513 -0.874 0.0 0.3 -0.1
H -3.330 -1.219 4.863 0.0 0.0 0.0
C -4.845 2.707 -2.363 0.1 0.1 0.0
H 1.977 1.407 -4.240 0.0 0.0 0.0
H -0.420 -6.023 1.432 0.0 0.0 0.0
H 2.611 5.416 -0.972 0.0 0.0 0.0
S 2.979 1.406 1.439 0.3 0.6 0.1
H 4.276 0.967 -5.016 0.0 0.0 0.0
Tl 0.382 -1.179 0.941 0.3 0.0 -0.1
C 1.999 -4.190 -0.342 0.1 0.0 0.0
C -4.518 -3.921 -0.412 -0.1 0.0 -0.1
H -2.850 1.049 5.800 0.0 0.0 0.0
C -4.128 -5.078 0.199 -0.2 -0.2 0.0
C 1.770 4.759 -0.792 0.0 0.0 0.0
H -2.954 2.420 -1.366 0.0 0.0 -0.1
N 1.124 2.726 3.438 -0.1 0.0 0.1
H 3.633 -1.476 1.400 0.0 0.0 0.0
H -5.437 -3.920 -0.983 0.0 0.0 0.0
N 1.974 -2.151 2.497 -0.4 0.3 -0.3
H 1.653 -3.024 2.902 -0.1 -0.1 0.0
H -0.690 -1.142 -3.151 0.0 0.0 0.0
H 1.817 5.005 4.535 0.0 0.0 0.0
C 2.306 0.560 -2.292 -0.2 0.0 0.1
C 0.699 2.625 -1.074 0.0 -0.3 0.1
C 3.443 -3.840 0.011 -0.1 -0.1 0.2
C 3.984 0.680 -4.015 0.0 0.0 0.0
C -4.154 0.633 -1.473 -0.3 -0.1 -0.2
C -0.886 -0.226 -3.693 0.0 0.0 0.0
C 3.687 5.381 3.539 -0.1 0.0 0.0
H 3.253 -4.430 2.078 0.1 0.0 0.1
C 4.524 -0.289 -1.880 0.0 0.0 0.1
N -0.646 -0.419 3.020 0.1 0.0 -0.1
H 0.671 6.220 0.325 0.0 0.0 0.0
H -2.495 -0.356 -0.449 0.0 -0.1 -0.1
C -1.398 2.155 -5.031 0.0 0.1 0.0
C 3.399 -2.280 2.101 0.1 -0.2 0.0
H -6.042 -1.944 -1.629 0.0 0.0 0.0
C -2.920 -5.148 0.905 -0.1 0.0 -0.1
H -1.222 2.401 -0.156 0.1 0.0 0.1
H 1.888 -1.441 3.219 0.0 0.0 0.0
C -1.674 -1.109 3.505 -0.1 -0.1 0.0
C 4.385 3.701 1.974 0.0 0.0 0.0
H -2.433 0.946 -6.464 0.0 0.0 0.0
C 2.689 0.925 -3.581 0.0 0.0 0.1
C 3.229 -0.046 -1.445 -0.1 -0.1 -0.2
H 5.496 5.485 2.394 0.0 0.0 0.0
H 3.857 6.312 4.061 0.0 0.0 0.0
H 1.999 -4.809 -1.242 -0.1 0.0 0.0
N -0.089 -0.145 -0.770 0.1 0.2 0.1
O -1.842 -1.693 0.615 0.6 -0.4 0.5
C 4.604 4.915 2.616 0.1 0.0 -0.1
C 3.243 2.976 2.246 -0.3 -0.4 0.0
C -1.149 1.342 4.528 0.1 0.0 -0.1
H -7.264 0.346 -2.863 0.0 0.0 0.0
C -6.047 2.130 -2.789 -0.1 -0.1 0.0
H 5.246 -0.747 -1.215 0.0 0.0 0.0
H -1.842 -2.082 3.066 0.0 0.0 0.0
H -6.775 2.741 -3.305 0.0 0.0 0.0
C -3.727 -2.763 -0.296 0.2 -0.3 0.2
P 0.622 0.915 -1.688 -0.1 0.0 -0.3
C -6.330 0.797 -2.556 0.0 0.0 0.0
H 4.073 -4.657 -0.341 0.0 0.0 0.0
Br -5.230 -6.620 0.121 0.2 0.2 0.0
H -2.646 -6.089 1.361 0.0 0.0 0.0
H 2.637 3.116 -1.864 0.0 0.0 0.0
C -2.500 -0.627 4.506 0.1 0.1 0.0
C -0.392 3.076 -0.334 0.1 0.0 0.0
C -0.364 0.793 3.520 -0.4 -0.1 0.3
C -0.397 0.978 -3.188 0.1 0.1 0.2
C -0.662 2.171 -3.854 0.0 -0.1 0.0
N 1.175 -2.989 -0.568 -0.1 0.0 0.1
C 3.743 -3.638 1.499 -0.1 0.2 -0.2
H 5.106 3.318 1.262 0.0 0.0 0.0
N 1.553 0.840 2.126 -0.2 -0.3 0.3
C 2.307 3.448 3.157 0.2 0.2 -0.1
H 4.816 -3.775 1.636 0.0 0.0 0.1
H -1.259 4.727 0.726 0.0 0.0 0.0
H 0.468 -5.098 2.668 0.1 0.0 0.0
H 1.588 -2.435 -1.316 -0.1 0.1 0.0
N -5.308 -1.269 -1.503 0.0 -0.1 0.1
H -4.667 3.755 -2.561 0.0 0.0 0.0
C 2.538 4.646 3.810 -0.1 -0.1 0.0
C -0.503 -5.256 2.206 0.0 -0.1 0.2
H 4.023 -2.136 2.984 -0.1 0.1 0.0
N -3.434 -0.380 -0.859 -0.1 0.1 0.0
C -2.126 -4.034 1.005 0.0 0.2 0.0
O -0.913 -4.010 1.656 -0.1 0.0 0.0
H 0.251 -3.262 -0.894 0.0 0.0 -0.1
C 0.841 1.483 2.977 0.4 0.2 -0.2
C -0.403 4.370 0.167 -0.1 -0.1 0.0
H 0.511 3.165 4.098 -0.1 0.0 0.0
H -1.197 -5.601 2.976 0.0 0.0 0.0
H 2.931 -0.300 -0.433 0.1 -0.1 -0.2
C -1.871 0.955 -5.539 0.0 0.0 0.0
H 5.908 -0.115 -3.507 0.0 0.0 0.0
C -2.231 0.628 5.020 -0.1 -0.1 0.0
H -1.597 3.081 -5.555 0.0 0.0 0.0
H 3.744 -2.948 -0.548 0.1 0.0 -0.1
C -3.882 1.974 -1.695 0.2 0.0 0.0

Calculated total energy / eV: -20777.2133 -98375.1431 -6389.5192 -15078.9919 -14008.0145 -107077.1207 -7416.8583 -161403.7491